The following is a DFT calculation (ωB97M-V/def2-TZVPD) of C26H22Cl2F5FeNO3P2Te as an isolated structure at a distorted geometry.

Geometry as XYZ:
```
63
Properties=species:S:1:pos:R:3:forces:R:3:lowdin_charge:R:1
Fe -1.69183 0.03823 -0.37477 0.7 -0.1 0.1 0.431
N 1.09351 0.04353 0.51751 0.2 0.2 0.2 -0.296
P -0.21128 -0.38122 1.45820 -1.2 -0.5 -1.5 1.002
C -0.13446 0.30383 3.08717 0.0 0.0 0.0 -0.322
C -0.15699 1.68820 3.26365 0.0 0.0 0.1 -0.086
C -0.00647 2.21401 4.53314 0.0 0.0 0.0 -0.048
C 0.15554 1.36199 5.61858 0.0 0.1 0.1 -0.043
C 0.15904 -0.01226 5.44616 0.0 -0.1 0.0 -0.050
C 0.00273 -0.55437 4.18000 0.1 0.0 0.1 -0.059
C -0.40282 -2.15742 1.50797 0.4 0.0 0.4 -0.381
C -1.59715 -2.69099 1.98502 -0.1 -0.1 0.1 -0.103
C -1.77728 -4.06467 1.99324 -0.1 0.2 0.0 -0.052
C -0.76931 -4.89608 1.52521 0.0 -0.1 0.0 -0.050
C 0.41959 -4.36537 1.05554 0.1 0.2 -0.1 -0.050
C 0.60713 -2.98978 1.03805 0.0 -0.1 0.0 -0.071
P 0.51544 0.60596 -0.99338 0.2 -0.2 0.6 1.004
C 1.58192 2.05398 -1.22017 -0.4 0.1 -0.4 -0.354
C 2.09680 2.79148 -0.15764 0.1 -0.1 0.0 -0.157
C 2.93483 3.86581 -0.40036 0.0 0.0 0.0 -0.063
C 3.24262 4.22784 -1.70369 0.0 0.0 0.0 -0.048
C 2.71937 3.50934 -2.76728 0.0 0.0 0.0 -0.050
C 1.89093 2.42597 -2.53005 0.0 0.0 0.0 -0.083
C 1.05559 -0.50853 -2.28600 -0.1 -0.1 -0.1 -0.377
C 0.21024 -0.75076 -3.36349 0.0 0.1 0.0 -0.105
C 0.61633 -1.59697 -4.38268 0.0 0.0 0.0 -0.049
C 1.85569 -2.21319 -4.31333 0.0 0.0 0.0 -0.050
C 2.70464 -1.96692 -3.24092 0.0 -0.1 -0.1 -0.059
C 2.31183 -1.10634 -2.23509 0.0 0.1 0.1 -0.079
H 1.99305 0.31474 0.89765 0.1 -0.2 -0.1 0.093
H -0.31122 2.34106 2.41778 0.0 0.0 0.0 0.025
H -0.02818 3.28421 4.68069 0.0 0.0 0.0 0.118
H 0.26999 1.77544 6.61079 0.0 0.0 0.0 0.118
H 0.28026 -0.66646 6.29777 0.0 0.0 0.0 0.117
H -0.00370 -1.62644 4.04048 0.0 0.0 0.0 0.108
H -2.39064 -2.04015 2.33194 0.0 0.0 0.0 0.119
H -2.70590 -4.48553 2.35278 0.0 0.0 0.0 0.119
H -0.91679 -5.96728 1.51983 0.0 0.0 0.0 0.116
H 1.19830 -5.02088 0.69257 0.0 0.0 0.0 0.114
H 1.52021 -2.56697 0.64105 0.0 0.0 0.0 0.099
H 1.85051 2.54093 0.86468 0.0 0.0 0.1 0.078
H 3.33859 4.42839 0.42895 0.0 0.0 0.0 0.115
H 3.89076 5.07182 -1.88933 0.0 0.0 0.0 0.115
H 2.96160 3.78652 -3.78348 0.0 0.0 0.0 0.116
H 1.49571 1.86603 -3.36683 0.0 0.0 0.0 0.110
H -0.76248 -0.27821 -3.41381 0.0 0.0 0.0 0.097
H -0.04047 -1.78302 -5.22016 0.0 0.0 0.0 0.117
H 2.16714 -2.88433 -5.10028 0.0 0.0 0.0 0.114
H 3.67481 -2.44080 -3.19955 0.0 0.0 0.0 0.112
H 2.99016 -0.89540 -1.41700 0.0 0.0 0.1 0.110
F -3.05002 -2.53181 -3.41896 0.1 0.1 0.4 -0.317
Te -3.22612 -1.94218 -1.68025 0.1 0.9 0.4 1.890
F -3.51631 -3.64442 -1.03131 0.1 0.3 -0.1 -0.318
F -3.51647 -1.10173 0.06639 0.0 -0.4 -0.6 -0.359
F -3.07978 -0.08765 -2.24513 -0.1 -0.7 0.2 -0.362
F -5.03342 -1.74537 -1.91731 0.3 -0.2 0.0 -0.298
O -1.45648 -1.73705 -1.20878 -0.2 0.0 0.0 -0.559
Cl -1.66264 3.54479 -2.18495 0.1 -0.2 0.0 0.654
C -2.11556 3.79129 -0.49555 -0.1 0.1 0.0 -0.959
Cl -0.70169 3.91664 0.56709 0.0 0.1 0.0 0.703
C -3.06247 2.69754 -0.00301 -0.6 -0.1 0.1 -0.688
O -4.18732 3.01055 0.27800 0.1 0.3 0.1 0.137
O -2.66533 1.45213 0.07664 0.5 0.7 0.2 -0.177
H -2.62429 4.74827 -0.43002 -0.1 -0.2 0.0 0.073
```
Forces are in eV/Å.

## Properties
gap between HOMO and LUMO (alpha / beta) = 7.001 / 8.264 eV
expectation value of S² = 0.986
net charge = +1
spin multiplicity = 2
lowest unoccupied orbital energy (alpha / beta) = -5.4 / -4.0 eV
electronic energy = -133836.742 eV
highest occupied orbital energy (alpha / beta) = -0.45614 / -0.45064 Ha